[1]
Computed, not measured: a single C7H9FS molecule at a distorted geometry, with ωB97M-V/def2-TZVPD.

Last column: Mulliken spin population.
Atoms and positions in Å:
C -1.39 1.65 -0.04  0.150
C -2.85 -0.61 0.03  0.085
C -0.42 0.78 -0.09  0.608
C -1.62 -1.04 0.17  0.579
C 1.48 -0.41 -1.19  0.061
C 1.50 -0.05 1.23  0.031
C 1.04 0.63 -0.07  0.011
F -0.93 -2.18 0.08  0.038
S -3.04 1.09 -0.04  0.373
H -1.23 2.64 0.27  0.028
H -3.65 -1.36 0.00  0.022
H 1.44 0.04 -2.28  -0.004
H 0.97 -1.28 -1.12  -0.002
H 2.57 -0.55 -1.00  -0.002
H 0.77 -0.79 1.35  -0.004
H 1.51 0.54 2.11  -0.001
H 2.39 -0.68 0.87  0.002
H 1.47 1.58 -0.27  0.024

Computed properties:
E_HOMO (spin up / spin down)	-5.16 / -8.28	eV
⟨S²⟩	2.0205
HOMO-LUMO gap (spin up / spin down)	0.2221 / 0.2268	hartree
multiplicity	3
charge	0
E_LUMO (spin up / spin down)	0.8797 / -2.1112	eV

---

[2]
Computed, not measured: a single C7H9N molecule at a distorted geometry, with ωB97M-V/def2-TZVPD.

Last column: Mulliken spin population.
Atoms and positions in Å:
C 1.26 0.34 -0.65  0.070
C -1.67 2.74 -0.88  0.006
C -1.25 -2.62 0.92  0.588
C 1.83 -0.52 0.51  0.081
C -0.15 0.77 -0.18  -0.004
C -0.86 1.75 -0.62  -0.012
C -0.07 -2.08 0.76  0.599
N 1.11 -1.80 0.74  0.571
H 1.36 -0.18 -1.58  -0.019
H 2.05 1.15 -0.80  0.007
H -1.68 3.74 -0.36  0.000
H -2.29 2.75 -1.82  0.000
H -2.07 -2.20 1.50  0.088
H -1.51 -3.26 0.13  0.062
H 2.87 -0.57 0.18  -0.011
H 1.52 -0.09 1.59  -0.029
H -0.46 0.08 0.56  0.002

Computed properties:
E_HOMO (spin up / spin down)	-4.88 / -9.41	eV
⟨S²⟩	2.0177
HOMO-LUMO gap (spin up / spin down)	0.2166 / 0.2777	hartree
multiplicity	3
charge	0
E_LUMO (spin up / spin down)	1.0153 / -1.8491	eV
relative energy (zero: lowest compared OMol25 entry of this formula, charge and spin)	45.9	kcal per mole

---

[3]
Computed, not measured: a gas-phase ion, C7H9N2O (charge +1) at a distorted geometry, with ωB97M-V/def2-TZVPD.

Last column: Löwdin charge in e.
Atoms and positions in Å:
C -1.95 1.13 -0.33  0.002
C -1.27 0.47 -1.49  -0.078
C -0.01 -0.59 -1.41  -0.226
C -0.03 -1.82 -0.33  -0.119
C 0.20 -1.06 1.13  -0.060
C 1.22 0.10 0.56  -0.138
N 2.25 0.96 1.26  0.145
C 1.58 1.90 2.04  0.005
O 1.20 2.76 3.00  0.096
N 1.10 0.27 -0.79  0.115
H -2.91 0.71 0.21  0.106
H -1.50 2.15 0.06  0.092
H -1.69 0.75 -2.57  0.134
H 0.24 -1.11 -2.42  0.167
H -0.84 -2.66 -0.41  0.148
H 1.02 -2.36 -0.47  0.143
H 0.68 -1.70 1.99  0.148
H -0.89 -0.77 1.45  0.125
H 1.61 0.88 -1.48  0.195

Computed properties:
E_HOMO	-11.75	eV
HOMO-LUMO gap	0.2324	hartree
multiplicity	1
charge	+1
SMILES	C=C[C@@H]1CCC(N=C=O)=[NH+]1
E_LUMO	-5.4223	eV
relative energy (zero: lowest compared OMol25 entry of this formula, charge and spin)	233.1	kcal per mole

---

[4]
Computed, not measured: a gas-phase ion, C7H9N2S (charge +1) at a distorted geometry, with ωB97M-V/def2-TZVPD.

Last column: Löwdin charge in e.
Atoms and positions in Å:
C 1.17 2.35 0.16  -0.040
C 0.89 0.95 -0.42  -0.261
N 1.78 -0.23 -0.10  0.114
C 1.46 -1.49 0.16  -0.034
N 0.20 -1.89 0.19  0.142
C -0.78 -0.99 -0.07  -0.301
C -2.18 -1.34 0.03  -0.085
C -2.97 -0.24 0.18  -0.319
S -2.07 1.24 -0.11  1.086
C -0.61 0.36 -0.16  -0.420
H 2.08 2.78 -0.48  0.134
H 1.50 2.25 1.22  0.095
H 0.27 2.97 0.08  0.072
H 0.97 0.85 -1.54  0.153
H 2.77 -0.06 0.00  0.162
H 2.24 -2.25 0.29  0.175
H -0.08 -2.81 0.36  0.162
H -2.63 -2.30 0.01  0.108
H -4.01 -0.17 0.20  0.060

Computed properties:
E_HOMO	-12.48	eV
HOMO-LUMO gap	0.3220	hartree
multiplicity	1
charge	+1
SMILES	C[C@H]1[NH+]=CNc2ccsc21
E_LUMO	-3.7186	eV
relative energy (zero: lowest compared OMol25 entry of this formula, charge and spin)	5.8	kcal per mole

---

[5]
Computed, not measured: a single C7H9N3O3S2 molecule at a distorted geometry, with ωB97M-V/def2-TZVPD.

Last column: Mulliken spin population.
Atoms and positions in Å:
C 0.37 1.91 -1.22  0.261
C 1.33 2.47 -0.44  -0.082
C 0.46 1.47 1.54  0.722
C -0.54 0.86 -0.68  -0.032
C -0.37 0.68 0.83  0.598
C 0.29 -1.56 -0.69  -0.002
C 1.15 -2.88 1.01  0.009
N 1.47 2.19 0.88  0.148
N -0.18 -0.40 -1.33  0.021
N 0.64 -1.64 0.57  0.062
O -2.80 -1.18 -0.99  0.006
O -4.02 0.85 -0.32  0.015
O -1.87 1.19 -0.94  0.013
S -1.87 -0.01 1.54  0.142
S -2.89 0.10 -0.31  0.047
H 0.24 2.00 -2.23  0.014
H 2.06 3.15 -0.88  0.003
H 0.51 1.40 2.65  0.045
H 0.45 -2.44 -1.36  0.001
H 2.23 -2.85 1.07  0.000
H 0.64 -3.31 1.89  0.004
H 0.97 -3.73 0.22  0.005
H 2.33 2.40 1.36  -0.007
H -0.61 -0.68 -2.19  0.006

Computed properties:
E_HOMO (spin up / spin down)	-4.96 / -8.67	eV
⟨S²⟩	2.0168
HOMO-LUMO gap (spin up / spin down)	0.2001 / 0.2477	hartree
multiplicity	3
charge	0
E_LUMO (spin up / spin down)	0.4814 / -1.9281	eV
relative energy (zero: lowest compared OMol25 entry of this formula, charge and spin)	0.0	kcal per mole

---

[6]
Computed, not measured: a gas-phase ion, C7H9N4O (charge +1) at a distorted geometry, with ωB97M-V/def2-TZVPD.

Last column: Löwdin charge in e.
Atoms and positions in Å:
O 2.90 -1.50 0.94  0.139
C 2.34 -0.69 0.26  -0.426
C 1.16 -1.06 -0.66  -0.028
C -0.21 -0.67 -0.22  -0.092
C -1.24 -1.52 -0.34  0.007
C -2.54 -1.19 0.03  0.000
C -2.75 0.01 0.69  -0.035
C -1.77 0.98 0.73  0.012
N -0.56 0.65 0.19  0.014
N 0.49 1.59 0.20  0.027
N 1.62 1.34 -0.60  -0.104
N 2.63 0.68 0.04  0.039
H 1.24 -2.15 -0.72  0.142
H 1.50 -0.58 -1.56  0.129
H -1.05 -2.52 -0.47  0.112
H -3.44 -1.77 -0.36  0.161
H -3.74 0.22 1.16  0.146
H -2.01 2.11 0.87  0.184
H 0.15 2.54 0.44  0.166
H 1.98 2.18 -1.18  0.210
H 3.30 1.34 0.55  0.196

Computed properties:
E_HOMO	-13.27	eV
HOMO-LUMO gap	0.3204	hartree
multiplicity	1
charge	+1
SMILES	O=C1Cc2cccc[n+]2NNN1
E_LUMO	-4.5559	eV
relative energy (zero: lowest compared OMol25 entry of this formula, charge and spin)	38.8	kcal per mole

---

[7]
Computed, not measured: a gas-phase ion, C7H9N4O (charge +1) at a distorted geometry, with ωB97M-V/def2-TZVPD.

Last column: Löwdin charge in e.
Atoms and positions in Å:
O 2.63 -2.17 -1.06  0.098
C 1.57 -1.45 -1.51  -0.299
C 1.20 -1.04 -2.79  0.044
N 0.05 -0.26 -2.58  0.121
C -0.21 -0.20 -1.29  -0.120
C -1.59 0.56 -0.25  0.092
N -1.06 0.81 1.05  -0.194
C -1.26 1.79 1.92  -0.046
C -0.64 1.46 3.09  -0.020
C 0.01 0.27 2.79  -0.055
N -0.31 -0.21 1.55  0.054
N 0.70 -0.89 -0.66  0.167
H 3.23 -2.38 -1.87  0.187
H 1.43 -1.54 -3.62  0.088
H -0.37 0.29 -3.34  0.189
H -1.95 1.50 -0.69  0.127
H -2.27 -0.35 -0.22  0.144
H -1.63 2.75 1.74  0.128
H -0.84 1.96 3.94  0.083
H 0.73 -0.21 3.42  0.113
H 0.56 -0.69 0.36  0.099

Computed properties:
E_HOMO	-13.04	eV
HOMO-LUMO gap	0.3815	hartree
multiplicity	1
charge	+1
SMILES	Oc1c[nH+]c(Cn2cccn2)[nH]1
E_LUMO	-2.6638	eV
relative energy (zero: lowest compared OMol25 entry of this formula, charge and spin)	6.6	kcal per mole

---

[8]
Computed, not measured: a single C7H9NO molecule at a distorted geometry, with ωB97M-V/def2-TZVPD.

Last column: Löwdin charge in e.
Atoms and positions in Å:
C 1.98 -1.74 0.17  -0.006
N 1.28 -0.48 -0.07  -0.041
C 1.47 0.87 0.00  -0.464
O 2.38 1.58 0.25  0.108
C 0.06 1.22 -0.45  -0.066
C -1.10 1.29 0.61  -0.128
C -2.29 0.71 -0.18  -0.051
C -1.27 -0.22 0.50  -0.176
C -0.12 -0.39 -0.53  -0.164
H 2.93 -1.44 0.35  0.043
H 1.38 -2.31 1.00  0.134
H 2.03 -2.32 -0.74  0.079
H -0.21 1.91 -1.35  0.171
H -1.06 1.87 1.51  0.130
H -3.19 0.85 0.36  0.088
H -2.40 0.66 -1.21  0.084
H -1.43 -1.06 1.14  0.118
H -0.43 -1.02 -1.35  0.142

Computed properties:
E_HOMO	-9.15	eV
HOMO-LUMO gap	0.3695	hartree
multiplicity	1
charge	0
SMILES	CN1C(=O)[C@@H]2[C@H]3C[C@H]3[C@@H]21
E_LUMO	0.9031	eV
relative energy (zero: lowest compared OMol25 entry of this formula, charge and spin)	78.6	kcal per mole

---

[9]
Computed, not measured: 2 unconnected molecules or ions with the total composition C7H9NO2 at a distorted geometry, with ωB97M-V/def2-TZVPD.

Last column: Löwdin charge in e.
Atoms and positions in Å:
C 0.74 -1.30 2.09  -0.010
C 0.57 -0.65 3.31  -0.128
C -0.02 0.77 1.76  -0.084
C 0.39 -0.36 1.06  -0.249
C 0.86 -1.62 -1.02  -0.422
C -1.13 1.78 -2.02  -0.137
C -0.54 0.50 -2.25  0.083
N 0.45 -0.59 -0.32  0.103
O 0.66 -1.81 -2.22  -0.055
O 0.09 0.57 3.08  -0.026
H 1.08 -2.30 2.03  0.082
H 0.69 -0.88 4.40  0.141
H -0.52 1.71 1.54  0.120
H 1.40 -2.27 -0.30  0.125
H -1.12 2.40 -2.95  0.108
H -2.20 1.71 -1.76  0.084
H -0.61 2.30 -1.17  0.102
H -1.16 -0.42 -2.58  0.132
H 0.37 0.48 -2.68  0.032

Computed properties:
E_HOMO (spin up / spin down)	-7.89 / -7.89	eV
HOMO-LUMO gap (spin up / spin down)	0.2525 / 0.2524	hartree
multiplicity	1
charge	0
E_LUMO (spin up / spin down)	-1.0173 / -1.0188	eV
relative energy (zero: lowest compared OMol25 entry of this formula, charge and spin)	119.8	kcal per mole

---

[10]
Computed, not measured: 2 unconnected molecules or ions with the total composition C7H9NO2 at a distorted geometry, with ωB97M-V/def2-TZVPD.

Last column: Löwdin charge in e.
Atoms and positions in Å:
C 0.83 -0.68 0.59  -0.081
C 1.96 -1.51 0.38  -0.059
C 2.97 -0.85 -0.30  -0.261
N 3.18 0.37 -0.69  0.032
C 2.16 1.20 -0.31  -0.125
C 0.96 0.69 0.29  -0.086
H -0.13 -0.96 0.96  0.078
H 2.27 -2.66 0.60  0.155
H 3.85 -1.43 -0.64  0.106
H 2.66 2.32 -0.36  0.152
H 0.24 1.47 0.61  0.082
C -2.51 1.08 0.12  -0.037
C -2.89 -0.25 -0.21  -0.681
O -4.04 -0.58 -0.21  0.105
O -1.85 -0.98 -0.62  0.057
H -3.50 1.53 0.60  0.141
H -1.74 1.13 0.88  0.041
H -2.09 1.97 -0.60  0.159
H -2.33 -1.83 -1.09  0.220

Computed properties:
E_HOMO	-9.56	eV
HOMO-LUMO gap	0.3687	hartree
multiplicity	1
charge	0
SMILES	c1ccncc1.CC(=O)O
E_LUMO	0.4745	eV
relative energy (zero: lowest compared OMol25 entry of this formula, charge and spin)	69.4	kcal per mole

---

[11]
Computed, not measured: a single C7H9NO2 molecule at a distorted geometry, with ωB97M-V/def2-TZVPD.

Last column: Löwdin charge in e.
Atoms and positions in Å:
N -0.21 1.93 0.58  0.055
C 0.38 0.76 -0.16  -0.321
C 0.81 -0.29 0.62  -0.224
C 2.03 -0.28 1.29  -0.239
O 2.98 0.50 1.17  0.044
C -0.04 -1.36 0.87  0.039
C -1.30 -1.58 0.21  -0.056
C -1.59 -0.84 -0.86  -0.013
C -0.73 0.34 -1.25  -0.265
O 0.05 0.00 -2.45  -0.060
H -1.07 1.55 1.04  0.093
H 0.48 2.36 1.23  0.093
H 1.27 1.24 -0.71  0.173
H 2.05 -0.96 2.13  0.118
H 0.21 -2.04 1.62  0.094
H -1.97 -2.32 0.53  0.090
H -2.49 -1.03 -1.49  0.129
H -1.37 1.24 -1.53  0.159
H 0.50 0.77 -2.82  0.091

Computed properties:
E_HOMO	-9.12	eV
HOMO-LUMO gap	0.3077	hartree
multiplicity	1
charge	0
SMILES	N[C@H]1C(C=O)=CC=C[C@@H]1O
E_LUMO	-0.7469	eV
relative energy (zero: lowest compared OMol25 entry of this formula, charge and spin)	64.3	kcal per mole

---

[12]
Computed, not measured: 2 unconnected molecules or ions with the total composition C7H9NO3 at a distorted geometry, with ωB97M-V/def2-TZVPD.

Last column: Löwdin charge in e.
Atoms and positions in Å:
C -1.76 0.36 3.27  0.178
C -1.47 0.93 2.25  -0.033
C -1.10 1.57 1.02  -0.382
O -0.67 0.87 0.13  0.113
C -1.42 3.08 0.84  -0.160
O -1.17 3.54 -0.50  -0.037
H -1.94 -0.29 4.07  0.032
H -0.78 3.60 1.55  0.128
H -2.49 3.18 1.17  0.138
H -1.33 4.48 -0.48  0.083
N 3.15 -3.14 -0.05  0.137
C 2.18 -3.00 -0.67  -0.225
C 0.84 -2.89 -1.27  -0.177
C 0.71 -1.72 -2.24  -0.268
O 1.13 -0.48 -1.68  -0.078
H 0.56 -3.82 -1.78  0.121
H 0.16 -2.78 -0.40  0.127
H 1.35 -1.93 -3.11  0.123
H -0.35 -1.64 -2.57  0.126
H 0.60 -0.31 -0.88  0.055

Computed properties:
E_HOMO	-10.27	eV
HOMO-LUMO gap	0.3695	hartree
multiplicity	1
charge	0
SMILES	C#CC(=O)CO.N#CCCO
E_LUMO	-0.2186	eV
relative energy (zero: lowest compared OMol25 entry of this formula, charge and spin)	73.2	kcal per mole

---

[13]
Computed, not measured: 2 unconnected molecules or ions with the total composition C7H9O4 at a distorted geometry, with ωB97M-V/def2-TZVPD.

Last column: Mulliken spin population.
Atoms and positions in Å:
O -4.29 0.51 2.27  0.973
O -4.90 0.11 1.26  1.020
H -3.37 2.43 2.86  0.102
C -2.74 3.36 2.87  -0.067
C -3.51 4.55 2.41  0.315
C -3.84 5.56 3.28  -0.116
C -3.40 5.57 4.62  0.405
C -2.56 4.57 5.11  -0.090
C -2.21 3.55 4.26  0.307
O -1.14 2.83 4.56  0.076
C -1.94 4.64 6.47  0.013
O -1.54 3.14 2.06  0.047
H -3.78 4.57 1.35  0.015
H -4.47 6.38 2.95  -0.005
H -3.70 6.36 5.31  0.034
H -0.79 2.41 3.75  -0.002
H -1.24 3.82 6.63  0.000
H -1.41 5.59 6.59  -0.009
H -2.71 4.60 7.25  -0.007
H -1.75 3.19 1.11  -0.010

Computed properties:
E_HOMO (spin up / spin down)	-6.72 / -8.39	eV
⟨S²⟩	3.7995
HOMO-LUMO gap (spin up / spin down)	0.2726 / 0.2638	hartree
multiplicity	4
charge	0
E_LUMO (spin up / spin down)	0.7002 / -1.2135	eV
relative energy (zero: lowest compared OMol25 entry of this formula, charge and spin)	0.0	kcal per mole

---

[14]
Computed, not measured: a molecular structure, C7H9P at a distorted geometry, with ωB97M-V/def2-TZVPD.

Last column: Löwdin charge in e.
Atoms and positions in Å:
C -1.26 1.41 -0.02  -0.176
C -2.51 1.00 -0.02  -0.402
C -0.21 0.44 -0.04  -0.342
C -0.39 -0.86 -0.03  -0.152
C 1.30 0.84 -0.09  -0.143
C 0.89 -1.60 -0.13  -0.202
C 2.02 -0.54 -0.12  -0.157
P -2.73 -0.79 -0.01  0.912
H -0.93 2.39 -0.08  0.087
H -3.44 1.55 -0.16  0.051
H 1.51 1.63 -0.89  0.125
H 1.59 1.30 0.85  0.091
H 0.95 -2.27 0.67  0.080
H 0.78 -2.09 -1.12  0.113
H 2.62 -0.64 -1.08  0.125
H 2.41 -0.60 0.91  0.111
H -2.60 -1.16 1.34  -0.122

Computed properties:
E_HOMO	-8.44	eV
HOMO-LUMO gap	0.3254	hartree
multiplicity	1
charge	0
E_LUMO	0.4135	eV
relative energy (zero: lowest compared OMol25 entry of this formula, charge and spin)	45.8	kcal per mole